ORCA calculation (ωB97M-V/def2-TZVPD) on a 5-piece molecular cluster, C2H15N2O4 overall.

- HOMO-LUMO gap: 11.3745 eV
- F_max: 1.8 eV/A
- Net charge: +1

Bonds (Å) are listed after each position.
CARTESIAN COORDINATES (ANGSTROEM)
1 C -1.93032 1.17865 0.93332  N4 1.466, H5 1.075, H6 1.090, H7 1.086
2 N 0.68305 -0.48521 -0.94418  C3 1.329, H8 1.008, H9 1.014
3 C -0.06301 -0.00021 0.04298  N2 1.329, N4 1.297, H10 1.094
4 N -0.94034 0.94053 -0.12099  C1 1.466, C3 1.297, H11 1.023
5 H -2.60018 1.97808 0.67433  C1 1.075
6 H -1.43000 1.39050 1.87805  C1 1.090
7 H -2.50996 0.28785 1.15651  C1 1.086
8 H 0.79398 -0.03835 -1.84140  N2 1.008
9 H 1.41722 -1.13651 -0.68736  N2 1.014
10 H -0.08788 -0.63332 0.93423  C3 1.094
11 H -0.83262 1.70455 -0.79256  N4 1.023
12 H 0.47198 3.11352 -2.09525  O14 0.971
13 H 0.33493 4.09463 -0.92709  O14 0.965
14 O 0.16046 3.17941 -1.17830  H12 0.971, H13 0.965
15 H -0.11114 -2.97567 2.20610  O17 0.977
16 H -1.18325 -2.23513 3.04435  O17 0.964
17 O -0.80489 -2.28983 2.15987  H15 0.977, H16 0.964
18 H 3.18292 -4.28844 2.05642  O20 0.969
19 H 2.93252 -3.16290 2.92370  O20 0.969
20 O 2.43656 -3.89875 2.53523  H18 0.969, H19 0.969
21 H -0.45633 0.51819 -3.80867  O23 0.973
22 H 0.45244 1.45053 -4.51655  O23 0.968
23 O 0.08386 1.30788 -3.63274  H21 0.973, H22 0.968